(1)
Molecular formula: H5N3P2
Method: DFT, the ωB97M-V functional and the def2-TZVPD basis

Cartesian coordinates (Å):
N 0.57 -1.57 -3.47
N -0.15 1.05 -1.15
N -0.45 0.69 0.15
P -0.02 -0.83 -2.32
P 0.41 -0.68 0.70
H 0.81 1.27 -1.25
H -1.47 0.46 0.40
H -1.13 -1.08 -1.52
H -0.16 -0.55 1.92
H 1.44 0.00 1.29

* highest occupied orbital energy (alpha / beta): -8.64 / -8.64 eV
* E: -23123.2514 eV
* structure (SMILES): N#[PH]NNP
* Kohn-Sham gap (alpha / beta): 7.97 / 7.97 eV
* LUMO level (alpha / beta): -0.0245 / -0.0245 hartree
* 2S+1: 1

---

(2)
Molecular formula: H5N3S2
Method: DFT, the ωB97M-V functional and the def2-TZVPD basis

Cartesian coordinates (Å):
N -0.71 -0.44 1.85
N 0.49 -0.55 -2.48
N 0.49 0.03 1.82
S -0.64 -0.02 -1.23
S 0.18 1.61 -0.36
H -0.80 -0.99 0.99
H -1.52 0.17 2.10
H 1.30 -1.04 -2.12
H 0.63 0.34 -3.05
H 0.58 0.88 2.49

* highest occupied orbital energy (alpha / beta): -8.26 / -7.87 eV
* E: -26218.9500 eV
* Kohn-Sham gap (alpha / beta): 8.60 / 6.68 eV
* LUMO level (alpha / beta): 0.0125 / -0.0435 hartree
* 2S+1: 1

---

(3)
Molecular formula: H5N4
Method: DFT, the ωB97M-V functional and the def2-TZVPD basis

Cartesian coordinates (Å):
N -0.15 1.89 1.40
N 0.10 0.05 0.18
N 0.01 -1.55 -1.30
N 0.71 -0.78 -0.57
H 0.57 2.51 1.02
H 0.22 1.49 2.27
H -0.92 0.06 0.26
H 0.47 -2.15 -1.98
H -1.02 -1.54 -1.27

* highest occupied orbital energy (alpha / beta): -16.06 / -16.06 eV
* E: -6028.4734 eV
* charge: +1
* Kohn-Sham gap (alpha / beta): 7.75 / 7.74 eV
* LUMO level (alpha / beta): -0.3053 / -0.3055 hartree
* 2S+1: 1

---

Values for energy relative to the best compared isomer or geometry (same formula, charge and spin), kJ/mol, ordered as above
195.5; 104.2; 351.7